(1)
69
Properties=species:S:1:pos:R:3:nbo_charge:R:1 method="wB97M-V/def2-TZVPD" homo_energy_ev=-11.796 relative_energy_kj_mol=237.4 orbital_gap_ha=0.329 total_energy_ha=-1907.33702 charge=+1
C 3.87427 -1.83518 0.80746 -0.1827
C 2.72501 -2.13247 0.75138 -0.0743
C 1.31566 -2.52426 0.63401 -0.4710
C 0.88229 -2.35869 -0.83660 -0.4006
C -0.59995 -2.08873 -1.06849 -0.7308
P -1.23760 -0.60279 -0.22367 1.6100
C -2.37442 0.18235 -1.37920 -0.7677
C -1.64848 0.53964 -2.70536 -0.6169
C -2.10383 -1.15977 1.27922 -0.7512
C -3.54159 -0.61134 1.43676 -0.4025
C -4.56449 -1.54836 0.79184 -0.6109
C 0.08116 0.59953 0.09935 -0.8002
C -0.33519 1.90494 0.80584 0.1083
C -0.88595 1.75769 2.21055 -0.6386
O -1.28444 2.64296 0.03855 -0.7194
H 4.88676 -1.52529 0.67929 0.2648
H 1.22017 -3.56672 0.94643 0.2486
H 0.70912 -1.94489 1.33057 0.2045
H 1.47898 -1.59215 -1.32314 0.2313
H 1.13808 -3.29194 -1.34012 0.2387
H -1.23733 -2.92551 -0.78398 0.2558
H -0.77321 -1.91822 -2.13076 0.2616
H -3.20551 -0.50025 -1.55150 0.2579
H -2.78973 1.07541 -0.92372 0.2853
H -1.53651 1.61593 -2.79913 0.2234
H -0.65552 0.10687 -2.74213 0.2183
H -2.23296 0.17503 -3.54376 0.2398
H -2.17073 -2.24566 1.21333 0.2566
H -1.49342 -0.94198 2.15075 0.2635
H -3.63599 0.40625 1.06838 0.2095
H -3.74357 -0.59082 2.50723 0.2273
H -4.71461 -2.43912 1.39683 0.2336
H -5.53087 -1.05188 0.72636 0.2261
H -4.26240 -1.87557 -0.20229 0.1927
H 0.46352 0.86513 -0.88929 0.2787
H 0.92254 0.16687 0.63472 0.2789
H 0.58013 2.50047 0.87688 0.1826
H -1.97136 1.65796 2.20162 0.2225
H -0.66624 2.65909 2.77747 0.2419
H -0.45615 0.91310 2.74169 0.2122
H -0.83961 2.93708 -0.76502 0.4724
C 3.43814 0.06930 -4.35935 -0.4831
N 2.88267 0.57394 -3.07485 0.5508
O 3.62742 1.13250 -2.30672 -0.3495
O 1.69918 0.36594 -2.85196 -0.4400
H 4.49146 0.31921 -4.39364 0.2490
H 3.28341 -1.00541 -4.37669 0.2443
H 2.88503 0.54958 -5.16096 0.2430
C -8.12159 -2.88065 2.72353 -0.4849
N -7.77639 -4.06448 1.88799 0.5362
O -8.50567 -5.02439 1.94192 -0.3418
O -6.77550 -3.98161 1.19912 -0.4087
H -9.02795 -3.10363 3.27262 0.2399
H -7.28616 -2.70194 3.39359 0.2298
H -8.26202 -2.03975 2.05130 0.2323
C 6.04224 1.90704 1.68046 -0.5150
N 6.67859 1.34510 0.45540 0.5418
O 6.41062 0.19836 0.14271 -0.4297
O 7.42808 2.06914 -0.15382 -0.3780
H 5.40297 1.14764 2.11451 0.2004
H 6.84205 2.18860 2.35793 0.2248
H 5.47527 2.78341 1.38179 0.2709
C 3.65614 4.06568 -0.77158 -0.4869
N 4.88702 4.17187 0.05742 0.5400
O 5.85645 4.70381 -0.42856 -0.3016
O 4.83572 3.66921 1.16395 -0.3788
H 3.84560 4.52262 -1.73552 0.2404
H 3.44028 3.00686 -0.87182 0.2450
H 2.86090 4.57738 -0.23708 0.2296



(2)
62
Properties=species:S:1:pos:R:3:nbo_charge:R:1 method="wB97M-V/def2-TZVPD" homo_energy_ev="-17.308 / -17.557" orbital_gap_ha="0.250 / 0.201" multiplicity=3 total_energy_ha=-2303.26237 charge=+3
Au 0.37078 0.19450 -0.61082 0.5282
P 1.83585 0.15939 1.20355 1.1030
P -0.41070 2.39326 -0.23975 0.9015
P 0.73342 -2.02176 -1.42828 0.8715
H -1.45095 1.87750 -7.22069 0.2041
C -1.50993 0.79528 -7.00799 -0.4053
C -2.62016 0.32878 -6.41905 -0.4130
H -3.46702 0.99103 -6.22862 0.2165
C 3.45082 0.65518 0.53771 -0.9704
C 1.43599 1.27286 2.55741 -0.9898
C 2.03966 -1.43392 2.03536 -0.9722
C -1.57945 3.29242 -1.29939 -0.9348
C -1.21123 2.65135 1.38102 -0.9450
C 1.03207 3.51952 -0.29314 -0.9390
C 0.26764 -2.74019 -3.04217 -0.9439
C 0.00051 -3.19711 -0.23601 -0.9454
C 2.53209 -2.38613 -1.41671 -0.9415
H -0.77361 0.17784 -7.54764 0.2323
H -2.79065 -0.75217 -6.32358 0.2192
H 4.17827 0.60703 1.35146 0.2848
H 3.40504 1.67873 0.15148 0.2632
H 3.75782 -0.02438 -0.26438 0.2654
H 2.22246 1.17016 3.31896 0.2899
H 0.45848 0.98729 2.97701 0.2891
H 1.42561 2.32144 2.23874 0.2559
H 2.81576 -1.29651 2.79859 0.2873
H 2.35490 -2.22625 1.35360 0.2568
H 1.08758 -1.71009 2.50457 0.2783
H -1.86107 4.23714 -0.81681 0.2800
H -2.47645 2.68703 -1.44755 0.2568
H -1.10256 3.49914 -2.25873 0.2392
H -0.56551 3.26628 2.00807 0.2683
H -1.40266 1.69410 1.86877 0.2586
H -2.15853 3.17096 1.20685 0.2744
H 0.72195 4.50723 0.06377 0.2748
H 1.36193 3.59417 -1.33478 0.2555
H 1.86942 3.15923 0.30742 0.2390
H 0.77448 -3.71098 -3.19050 0.2885
H 0.59375 -2.08635 -3.86299 0.2446
H -0.81666 -2.92501 -3.09865 0.2659
H 0.28283 -4.23481 -0.45783 0.2778
H -1.09337 -3.10471 -0.30415 0.2638
H 0.33035 -2.97884 0.78727 0.2511
H 2.72759 -3.43530 -1.67642 0.2786
H 2.99894 -2.17423 -0.45220 0.2377
H 3.00962 -1.73614 -2.16037 0.2556
C -1.47216 0.92137 -3.97373 -0.0821
C -0.02908 0.82150 -4.40670 -0.5824
C 0.56028 2.07506 -4.95043 0.0198
C -0.20457 3.20173 -5.11242 -0.2673
C -1.55229 3.22415 -4.70763 0.0104
C -2.16642 2.11874 -4.15182 -0.2974
S -2.32915 -0.43749 -3.66706 0.4811
H 0.49570 0.50863 -3.50180 0.2714
H 0.12063 -0.02734 -5.10550 0.3286
H 1.62365 2.11077 -5.10422 0.2522
H 0.19311 4.11823 -5.50671 0.2711
H -2.12373 4.14010 -4.77279 0.2638
H -3.25093 2.07437 -4.02656 0.2642
O -1.52232 -0.88387 2.29681 -0.9788
H -1.68204 -1.80916 2.56442 0.4965
H -2.43130 -0.54129 2.18050 0.4916



(3)
68
Properties=species:S:1:pos:R:3:nbo_charge:R:1 method="wB97M-V/def2-TZVPD" homo_energy_ev=-6.326 relative_energy_kj_mol=270.1 orbital_gap_ha=0.187 total_energy_ha=-1452.69560
C 1.82314 5.37021 -0.01011 -0.6496
C 3.07203 5.60557 0.95489 -0.0630
O 3.17158 4.61207 2.00588 -0.5583
C 3.99587 3.49445 1.54244 -0.0956
C 3.70012 2.19167 2.44361 -0.0826
O 2.69374 1.42140 1.77787 -0.7564
B 3.12730 0.02227 1.50830 1.0097
C 2.76670 -0.78679 2.90578 -0.6958
C 3.32682 -2.28161 2.95251 -0.3932
C 3.54879 -2.88688 4.41248 -0.5203
C 2.26293 -2.93075 5.32904 0.7960
O 1.30949 -2.14584 5.31602 -0.5833
O 2.20975 -3.99131 6.29620 -0.7371
O 4.44176 -0.21060 0.88966 -0.7544
C 4.38360 0.27799 -0.46797 -0.0802
C 2.77664 0.40461 -0.72859 -0.2977
B 2.21058 -0.14407 -2.16511 1.2137
O 2.92823 -1.19342 -2.88082 -0.9397
O 1.01008 0.35262 -2.77436 -0.7568
C -0.06492 0.45197 -1.82133 -0.0694
C -1.25827 1.25645 -2.56529 -0.6419
O 2.21484 -0.34844 0.37607 -0.7331
H 2.07012 4.52790 -0.73867 0.2082
H 0.89166 5.04395 0.55773 0.2177
H 1.61546 6.33164 -0.59921 0.1982
H 4.01254 5.56751 0.30872 0.1655
H 2.95938 6.65356 1.39420 0.1743
H 3.70860 3.19290 0.47518 0.1787
H 5.07999 3.83317 1.58095 0.1564
H 4.64153 1.61616 2.71217 0.1836
H 3.28012 2.59309 3.43535 0.1672
H 3.01469 -0.18128 3.84173 0.1997
H 1.62014 -0.87481 2.90173 0.2153
H 4.36422 -2.25017 2.45857 0.2185
H 2.71890 -3.00411 2.30124 0.1962
H 3.87629 -3.97925 4.26454 0.2201
H 4.45061 -2.38356 4.90991 0.2419
H 1.73773 -3.60744 7.06965 0.4861
H 4.94497 -0.43327 -1.14865 0.1744
H 4.92577 1.29024 -0.38464 0.1530
H 2.49582 1.52452 -0.77367 0.1646
H 3.24029 -0.85149 -3.74402 0.4851
H 0.18733 1.06015 -0.89562 0.2144
H -0.45557 -0.56322 -1.46631 0.1634
H -0.95342 1.61031 -3.59834 0.2245
H -1.51746 2.16889 -1.92273 0.2062
H -2.20468 0.63766 -2.66608 0.1767
C -4.98046 -1.33938 -3.55614 -0.4087
N -5.64820 -2.25430 -2.54593 -0.2025
C -5.39743 -3.68384 -2.97479 -0.4035
C -7.13128 -1.99900 -2.54472 -0.4118
C -5.04537 -2.07458 -1.14572 -0.2307
C -5.23092 -0.68779 -0.53595 -0.0929
O -4.61507 0.30194 -1.34467 -0.7263
H -5.24578 -1.68788 -4.55609 0.2178
H -5.35709 -0.32803 -3.43139 0.2534
H -3.90116 -1.39056 -3.41432 0.2466
H -5.82724 -3.82919 -3.96600 0.2298
H -5.87557 -4.34885 -2.25466 0.2282
H -4.32053 -3.85290 -2.99794 0.2412
H -7.31221 -0.95415 -2.29791 0.2348
H -7.59396 -2.65420 -1.80539 0.2288
H -7.51885 -2.21353 -3.54111 0.2328
H -3.98115 -2.30161 -1.24379 0.2435
H -5.50993 -2.82378 -0.50179 0.2323
H -4.75807 -0.66815 0.45063 0.2192
H -6.28846 -0.44068 -0.40567 0.1718
H -4.81711 1.16585 -0.95756 0.4953